(1)
This record from OMol25 describes a cluster of 5 separate species, C41H45Br2NO12 in total. The level of theory is ωB97M-V/def2-TZVPD.

- structure (SMILES) = CCCCCCCCCC[C@]1([C@H](Br)[C@@H](C)Br)C(=O)OC[C@H]1ON=O.O=C1C=CC(=O)C=C1.O=C1C=CC(=O)C=C1.O=C1C=CC(=O)C=C1.O=C1C=CC(=O)C=C1

Geometry as XYZ:
```
101
Properties=species:S:1:pos:R:3:mulliken_charge:R:1
C 5.108 2.587 1.010 -1.1761
C 5.516 1.153 0.632 -0.4837
C 4.466 0.110 1.039 -0.2233
C 4.814 -1.301 0.548 -0.9848
C 3.613 -2.261 0.600 -0.6285
C 2.549 -1.887 -0.434 -0.0590
C 1.457 -2.953 -0.684 0.1262
C 1.003 -3.732 0.555 -1.5526
C 0.343 -2.842 1.624 -0.0349
C -1.072 -2.359 1.228 -1.7045
C -1.361 -0.823 1.229 2.5567
C -1.045 -0.203 -0.160 -0.6784
Br -1.137 1.748 -0.136 0.0745
C -1.783 -0.814 -1.356 0.1810
C -3.295 -0.681 -1.385 -1.3909
Br -1.064 -0.048 -3.026 -0.1091
C -0.477 -0.059 2.248 -0.7201
O 0.684 0.183 2.144 -0.4515
O -1.212 0.316 3.314 -0.5044
C -2.410 -0.509 3.330 -0.4662
C -2.757 -0.635 1.858 -0.9621
O -3.419 0.577 1.415 -0.0962
N -4.794 0.429 1.627 -0.1532
O -5.363 1.310 1.123 -0.2254
H 4.705 3.126 0.146 0.2778
H 4.333 2.597 1.783 0.3028
H 5.955 3.174 1.378 0.3480
H 5.683 1.092 -0.450 0.3535
H 6.471 0.889 1.103 0.3163
H 4.398 0.124 2.135 0.2318
H 3.493 0.431 0.652 0.1801
H 5.166 -1.242 -0.487 0.3321
H 5.613 -1.710 1.178 0.4489
H 3.206 -2.213 1.619 0.3597
H 3.946 -3.294 0.438 0.2873
H 3.066 -1.709 -1.384 0.6880
H 2.069 -0.944 -0.156 -0.4645
H 1.799 -3.648 -1.460 0.3908
H 0.575 -2.450 -1.107 -0.3006
H 0.289 -4.509 0.247 0.4982
H 1.862 -4.249 0.997 0.4383
H 0.266 -3.424 2.548 0.3996
H 1.013 -2.014 1.843 -0.0080
H -1.295 -2.769 0.238 0.7621
H -1.797 -2.833 1.899 0.6875
H 0.022 -0.401 -0.300 0.2597
H -1.469 -1.854 -1.451 0.4052
H -3.602 0.358 -1.258 0.2534
H -3.737 -1.282 -0.580 0.2260
H -3.682 -1.076 -2.325 0.6165
H -2.138 -1.464 3.787 0.1770
H -3.173 0.026 3.892 0.5871
H -3.467 -1.444 1.673 0.7893
O -0.054 -2.554 4.908 -0.4990
C 0.517 -2.025 5.842 0.4613
C 0.766 -0.562 5.860 0.0112
C 1.395 0.014 6.881 -0.6192
C 1.872 -0.782 8.041 0.2577
O 2.442 -0.259 8.973 -0.5473
C 1.625 -2.247 8.016 -0.4298
C 0.998 -2.823 6.995 -0.5056
H 0.418 -0.002 5.000 0.5001
H 1.593 1.077 6.918 0.4710
H 1.985 -2.806 8.870 0.4090
H 0.806 -3.888 6.952 0.4353
O 3.653 -6.280 -6.175 -0.5498
C 4.013 -5.532 -5.293 0.3128
C 4.748 -4.277 -5.596 -0.4065
C 5.145 -3.458 -4.627 -0.4258
C 4.869 -3.762 -3.201 0.4179
O 5.224 -3.015 -2.315 -0.4665
C 4.134 -5.016 -2.896 -0.2106
C 3.737 -5.836 -3.865 -0.3091
H 4.936 -4.077 -6.643 0.4046
H 5.681 -2.538 -4.823 0.4354
H 3.946 -5.215 -1.848 0.3777
H 3.200 -6.755 -3.669 0.4142
O -1.988 4.940 -6.041 -0.5514
C -1.925 5.268 -4.876 0.3966
C -1.951 6.699 -4.479 -0.4435
C -1.880 7.064 -3.202 -0.3826
C -1.775 6.053 -2.118 0.3304
O -1.713 6.386 -0.954 -0.5640
C -1.751 4.623 -2.515 -0.1565
C -1.820 4.258 -3.792 -0.3635
H -2.029 7.416 -5.287 0.4121
H -1.896 8.100 -2.888 0.4228
H -1.671 3.906 -1.709 0.3374
H -1.799 3.219 -4.101 0.4418
O -7.877 6.215 -0.698 -0.5515
C -7.451 5.281 -1.343 0.3132
C -6.449 4.344 -0.775 -0.4455
C -5.978 3.324 -1.487 -0.0065
C -6.448 3.068 -2.871 0.3728
O -6.039 2.120 -3.507 -0.5574
C -7.448 4.006 -3.441 -0.4353
C -7.911 5.032 -2.733 -0.3901
H -6.128 4.543 0.240 0.4527
H -5.244 2.634 -1.092 0.4090
H -7.771 3.800 -4.453 0.4257
H -8.641 5.728 -3.125 0.4171
```

***

(2)
This record from OMol25 describes a structure of composition C41H45I2N5O2RuS in a non-equilibrium geometry. The level of theory is ωB97M-V/def2-TZVPD.

- spin multiplicity = 5
- energy above the lowest of the compared OMol25 structures with the same formula, charge and spin (eV) = 1.678
- charge = +2

Geometry as XYZ:
```
97
Properties=species:S:1:pos:R:3:mulliken_spin:R:1
Ru -0.257 -0.069 1.138 2.7386
C 1.297 4.071 -0.915 -0.0009
C 1.619 3.003 0.106 0.0302
C 2.236 3.662 1.312 0.0135
C 2.539 1.887 -0.368 0.0454
C 3.224 1.921 -1.549 0.1986
C 4.255 0.907 -1.859 0.1572
C 4.361 -0.165 -1.045 -0.0572
C 3.661 -0.275 0.187 0.1727
C 3.948 -1.399 1.213 0.0590
C 5.304 -2.057 1.061 0.0145
C 2.937 -2.573 1.321 0.0629
C 2.657 0.757 0.447 0.1647
N 1.825 0.688 1.575 0.1001
C 2.227 0.805 2.869 -0.0001
O 3.297 1.178 3.355 0.0482
C 1.070 0.456 3.806 0.0135
C 1.007 0.665 5.177 0.0096
C -0.173 0.402 5.861 -0.0020
C -1.196 -0.201 5.152 -0.0020
C -1.072 -0.421 3.804 -0.0083
N 0.031 -0.051 3.155 -0.0646
C -2.151 -0.964 2.914 0.0298
O -3.192 -1.329 3.415 0.0877
N -1.915 -0.914 1.576 0.1355
C -2.741 -1.832 0.831 0.0205
C -4.035 -1.442 0.466 0.0275
C -4.837 -2.443 -0.028 -0.0011
C -4.418 -3.735 -0.163 0.0067
C -3.120 -4.086 0.209 -0.0007
C -2.232 -3.149 0.726 0.0026
C -0.888 -3.549 1.286 -0.0511
C -1.099 -4.038 2.733 0.0000
C -0.351 -4.702 0.489 0.0069
C -4.505 0.011 0.371 0.0027
C -4.697 0.603 1.768 0.0028
C -3.671 0.745 -0.670 -0.0095
H 0.552 4.754 -0.614 -0.0004
H 0.966 3.573 -1.826 0.0008
H 2.226 4.629 -1.260 0.0003
H 0.690 2.538 0.384 -0.0287
H 3.152 4.184 1.081 -0.0006
H 2.463 3.004 2.160 -0.0020
H 1.552 4.421 1.655 -0.0002
H 3.148 2.713 -2.268 0.0058
H 4.869 0.966 -2.688 -0.0035
H 5.165 -0.925 -1.134 0.0024
H 4.027 -0.821 2.118 -0.0032
H 5.447 -2.610 0.119 -0.0005
H 5.352 -2.752 1.949 0.0000
H 6.103 -1.400 1.275 -0.0010
H 2.942 -3.232 0.480 -0.0033
H 1.965 -2.173 1.508 0.0005
H 3.151 -3.103 2.226 -0.0006
H 1.915 1.040 5.602 -0.0003
H -0.268 0.577 6.924 0.0000
H -2.083 -0.571 5.663 0.0010
H -5.857 -2.147 -0.393 -0.0001
H -5.025 -4.453 -0.658 -0.0001
H -2.840 -5.150 0.109 0.0002
H -0.126 -2.678 1.241 0.0719
H -1.697 -4.948 2.731 0.0010
H -1.596 -3.280 3.326 -0.0004
H -0.164 -4.204 3.259 -0.0006
H -0.939 -5.543 0.692 0.0001
H 0.573 -4.943 0.974 0.0001
H -0.179 -4.383 -0.522 0.0005
H -5.495 -0.132 -0.153 -0.0008
H -3.748 0.949 2.114 -0.0039
H -5.039 -0.149 2.430 0.0011
H -5.300 1.529 1.775 0.0002
H -2.723 1.093 -0.309 0.0034
H -4.236 1.671 -1.115 -0.0004
H -3.381 0.127 -1.514 0.0001
S -0.001 0.073 -5.473 0.0219
C -0.170 0.127 -3.752 0.0250
C -0.339 1.290 -2.964 -0.0030
C -0.458 1.221 -1.618 0.0068
N -0.247 0.052 -0.916 -0.1322
C -0.153 -1.080 -1.619 0.0172
C -0.190 -1.050 -3.010 -0.0032
C -0.026 1.773 -5.933 0.0010
C -1.172 2.564 -5.758 0.0001
C -1.069 3.863 -6.248 0.0000
N -0.011 4.357 -6.832 0.0004
C 1.086 3.613 -6.926 0.0002
C 1.119 2.306 -6.505 0.0003
H -0.373 2.256 -3.448 -0.0033
H -0.711 2.084 -1.044 0.0051
H -0.052 -2.033 -1.011 0.0185
H -0.111 -2.024 -3.557 -0.0009
H -2.062 2.168 -5.243 0.0001
H -1.887 4.527 -6.204 0.0000
H 1.935 4.089 -7.451 0.0001
H 2.039 1.731 -6.553 -0.0007
I -1.221 2.888 2.242 0.0385
I -2.429 4.668 0.755 0.0156
```

***

Number 1: energy -209385.4775 eV. Number 2: energy -84395.1917 eV.